--- a ---
The following is a DFT calculation (the ωB97M-V functional and the def2-TZVPD basis) of the molecule CH2N2O2.

Output
charge	0
LUMO level	-0.2	eV
HOMO	-7.684	eV

Positions of all 7 atoms, in Å:
H -1.9068 -1.3207 -0.4782
O 2.4240 -0.2742 -0.2545
H 0.1370 1.6039 0.3481
N -0.6008 -0.4504 0.5892
C 1.4073 0.2676 -0.1747
O -1.7103 -0.4297 -0.3060
N 0.2496 0.6036 0.2760



--- b ---
The following is a DFT calculation (the ωB97M-V functional and the def2-TZVPD basis) of the molecule CH2N2O2.

Output
charge	0
LUMO level (spin up / spin down)	-2.0 / -1.7	eV
HOMO (spin up / spin down)	-10.075 / -10.149	eV

Positions of all 7 atoms, in Å:
H 0.9194 1.1520 -0.7792
N -0.4948 0.1098 -0.8257
H -0.3233 -0.8042 1.1255
O 0.6650 0.3566 -1.3189
O -0.8917 -2.1795 -1.6424
C -0.7366 -1.4147 -0.7686
N -0.5897 -1.5024 0.4755



What should be chosen as the least stable of them? Choose a.



--- a ---
The following is a DFT calculation (the ωB97M-V functional and the def2-TZVPD basis) of a structure of composition C4H5N2.

Output
charge	+1
LUMO level	-6.0	eV
HOMO	-15.847	eV

Positions of all 11 atoms, in Å:
C 1.3364 0.6479 0.4164
C -0.6113 -1.0446 0.1385
N -1.0975 0.3279 0.1299
H -2.0257 0.4198 -0.2576
H -1.1090 -1.5852 -0.7162
H -0.7407 -1.5085 1.1639
H 0.2518 1.6273 -1.2008
C 0.0342 0.7510 -0.5334
N 1.9077 -0.4247 0.1060
H 1.4344 1.3825 1.2648
C 0.6196 -0.5934 -0.5116



--- b ---
The following is a DFT calculation (the ωB97M-V functional and the def2-TZVPD basis) of the ion C4H5N2 with charge +1.

Output
charge	+1
LUMO level (spin up / spin down)	-7.7 / -7.5	eV
HOMO (spin up / spin down)	-15.193 / -15.280	eV

Positions of all 11 atoms, in Å:
N -0.5981 -0.4802 -0.1631
C 0.6482 0.5624 1.0989
C 0.5509 -1.5578 1.4129
H -1.0277 1.2588 -1.5442
H 0.7758 1.5846 -1.9029
H -0.1318 2.5991 -0.5074
H -0.9521 -2.4951 0.0696
C -0.2237 -1.6540 0.3761
N 0.1939 0.5733 -0.1004
C -0.0703 1.5656 -1.0941
H 0.8349 -1.9567 2.3545



What should be chosen as the least stable of them? Choose b.